# 1
{"formula": "C26H70BrN11O7P3S4", "method": "the ωB97M-V functional and the def2-TZVPD basis", "species": ["C", "C", "N", "C", "C", "C", "S", "S", "C", "C", "C", "S", "O", "O", "N", "S", "O", "O", "Br", "H", "H", "H", "H", "H", "H", "H", "H", "H", "H", "H", "H", "H", "H", "H", "H", "O", "P", "N", "C", "C", "N", "C", "C", "N", "C", "C", "H", "H", "H", "H", "H", "H", "H", "H", "H", "H", "H", "H", "H", "H", "H", "H", "H", "H", "O", "P", "N", "C", "C", "N", "C", "C", "N", "C", "C", "H", "H", "H", "H", "H", "H", "H", "H", "H", "H", "H", "H", "H", "H", "H", "H", "H", "H", "O", "P", "N", "C", "C", "N", "C", "C", "N", "C", "C", "H", "H", "H", "H", "H", "H", "H", "H", "H", "H", "H", "H", "H", "H", "H", "H", "H", "H"], "coordinates": [[3.78409, -2.09186, 6.98853], [2.97390, -2.84970, 5.89331], [3.87759, -3.68106, 5.07594], [3.37666, -5.05408, 4.89182], [4.50643, -6.09113, 4.66827], [4.22133, -3.04524, 3.88421], [4.62867, -1.46530, 3.85601], [4.27018, -3.91688, 2.28834], [6.02375, -4.43791, 2.05738], [7.03723, -3.26557, 2.18056], [7.70920, -3.25118, 3.55575], [9.07283, -2.05507, 3.51652], [8.67687, -0.83340, 2.86031], [10.11150, -2.70776, 2.74491], [9.68010, -1.88382, 5.03998], [8.63288, -1.21412, 6.07352], [9.28027, -0.11568, 6.73385], [7.37751, -0.80833, 5.49141], [8.08230, -2.73652, 7.61723], [3.36007, -1.11236, 7.20977], [4.78493, -1.94931, 6.58321], [3.83880, -2.74093, 7.86579], [2.40221, -2.14446, 5.28327], [2.23184, -3.45068, 6.42528], [2.90059, -5.34543, 5.83258], [2.59748, -5.13732, 4.12774], [5.45494, -5.55661, 4.61788], [4.30705, -6.61824, 3.73434], [4.58552, -6.80105, 5.49318], [6.10610, -4.94357, 1.09542], [6.31525, -5.16682, 2.81603], [6.57221, -2.31835, 1.91175], [7.83135, -3.43983, 1.44512], [8.19588, -4.22185, 3.69344], [7.03303, -3.09312, 4.39654], [2.28700, 2.00745, 0.09424], [3.25704, 3.15222, 0.34435], [4.60155, 2.20392, 0.82153], [5.61645, 2.53152, 1.80012], [5.15355, 1.33053, -0.21161], [2.38960, 3.82110, 1.70031], [2.68320, 3.37973, 3.05600], [0.94153, 3.83314, 1.51023], [4.15612, 4.62439, 0.21483], [4.98671, 4.77027, -0.97632], [4.35934, 5.65938, 1.20320], [6.39413, 3.20076, 1.40083], [6.11397, 1.62038, 2.13834], [5.20891, 2.97745, 2.70304], [5.81249, 1.88263, -0.89679], [4.35704, 0.87436, -0.80171], [5.72248, 0.51150, 0.23089], [2.71405, 2.28662, 3.14822], [1.93336, 3.76141, 3.75194], [3.62482, 3.80088, 3.41222], [0.49021, 2.85378, 1.71190], [0.68291, 4.11439, 0.48799], [0.48049, 4.56652, 2.17736], [6.03724, 4.53574, -0.76520], [4.93202, 5.78473, -1.37986], [4.64673, 4.10084, -1.76891], [5.04241, 5.33955, 1.99563], [3.42619, 5.99259, 1.65110], [4.80005, 6.54844, 0.74185], [-0.13153, -2.26723, -2.48830], [-1.18628, -1.20386, -2.73418], [-0.59990, -0.69253, -4.27441], [-0.62958, 0.63484, -4.83820], [-0.66167, -1.69654, -5.32909], [-0.71464, -0.15643, -1.43446], [0.27631, 0.89427, -1.64596], [-0.38257, -0.87191, -0.20161], [-2.68052, -0.34569, -2.86494], [-3.69760, -0.93901, -3.72700], [-3.01458, 0.98078, -2.39544], [-1.60861, 0.89745, -5.27123], [0.11182, 0.70957, -5.63750], [-0.35308, 1.40337, -4.12099], [-1.67110, -1.77028, -5.76060], [-0.38590, -2.67933, -4.94526], [0.04152, -1.46718, -6.13335], [1.17424, 0.52895, -2.15956], [0.58579, 1.34065, -0.70209], [-0.15464, 1.73002, -2.20782], [0.63120, -1.28492, -0.22406], [-1.07564, -1.69774, -0.02959], [-0.45758, -0.19747, 0.65456], [-3.72043, -0.45883, -4.71434], [-4.69166, -0.86126, -3.27959], [-3.50421, -2.00433, -3.87429], [-2.54091, 1.76126, -2.99970], [-2.74756, 1.12898, -1.35202], [-4.09522, 1.14444, -2.45223], [-7.20498, 0.92477, -3.22575], [-8.65543, 1.08419, -3.65863], [-9.28915, 1.21480, -2.06021], [-10.54916, 0.71821, -1.55911], [-8.88367, 2.40924, -1.32465], [-8.76923, -0.51654, -4.32157], [-9.12764, -1.62739, -3.45725], [-7.61458, -0.85777, -5.15440], [-10.14473, 1.51489, -4.41918], [-10.49581, 2.93207, -4.39879], [-11.19629, 0.65430, -4.91310], [-11.39965, 1.37309, -1.80637], [-10.50361, 0.63961, -0.47096], [-10.77665, -0.28613, -1.90669], [-9.48312, 3.28448, -1.61228], [-7.83492, 2.64229, -1.51058], [-8.98359, 2.26110, -0.24760], [-8.54375, -1.64685, -2.52773], [-8.97850, -2.57675, -3.97479], [-10.19320, -1.61184, -3.21807], [-6.73921, -1.15036, -4.56504], [-7.32373, -0.01930, -5.78809], [-7.87747, -1.69170, -5.81008], [-11.22060, 3.15590, -3.60607], [-10.91732, 3.25283, -5.35418], [-9.61065, 3.54740, -4.22702], [-11.77036, 0.20007, -4.09955], [-10.81731, -0.13130, -5.56208], [-11.90331, 1.22497, -5.52188]], "gap_ev": 6.032, "molar_mass_g_mol": 950.0, "e_tot_ev": -200065.855, "lumo_energy_ha": 0.0192, "homo_ev": -5.51, "total_charge": -1}

***

# 2
{"formula": "C13H23HgN2O2P", "method": "the ωB97M-V functional and the def2-TZVPD basis", "species": ["C", "C", "C", "C", "C", "C", "C", "C", "N", "Hg", "C", "P", "H", "H", "H", "H", "H", "H", "H", "H", "C", "C", "H", "C", "C", "H", "H", "H", "H", "H", "H", "H", "H", "H", "H", "H", "H", "H", "H", "O", "N", "O"], "coordinates": [[-2.16888, -3.29085, -2.88389], [-1.52952, -2.20740, -3.46813], [-1.02187, -1.16749, -2.67955], [-1.17755, -1.19126, -1.29296], [-1.82368, -2.28690, -0.71218], [-2.27643, -3.35368, -1.49817], [-0.35925, -0.05373, -3.44626], [-0.40672, 1.35864, -2.88151], [-1.64009, 1.79857, -2.19350], [-0.30568, 0.37692, -0.07426], [-1.98241, -2.37527, 0.79182], [-1.99823, -0.69893, 1.51343], [-1.43205, -2.11000, -4.55134], [-2.68407, -4.22822, -0.99322], [-2.55996, -4.08675, -3.50913], [-1.11145, -2.90553, 1.21177], [-2.87798, -2.94750, 1.07854], [0.71206, -0.29160, -3.54712], [-0.76556, -0.01535, -4.47005], [0.45085, 1.44017, -2.18519], [-1.88034, -0.93388, 3.30849], [-3.66423, -0.09506, 1.11818], [-0.19821, 2.05513, -3.71623], [-2.90711, 1.09835, -2.42860], [-1.85572, 3.24509, -2.37834], [1.11107, 1.34419, 0.69911], [-3.64968, 1.79108, -2.85535], [-2.83917, 0.24168, -3.10627], [-3.32132, 0.73538, -1.47871], [-2.80643, 3.43596, -2.90762], [-1.90002, 3.76560, -1.41357], [-1.04912, 3.69462, -2.97300], [-4.42521, -0.55967, 1.75982], [-3.67293, 0.99222, 1.26847], [-3.91350, -0.29823, 0.07121], [-2.66300, -1.59783, 3.70547], [-0.90107, -1.35629, 3.57261], [-1.96360, 0.03813, 3.81296], [0.42646, 1.76162, 0.97095], [2.20402, -0.46254, -0.57888], [2.21397, -1.48954, 0.14413], [1.22316, -1.78693, 0.84873]], "gap_ev": 7.423, "molar_mass_g_mol": 470.9, "e_tot_ev": -34386.735, "lumo_energy_ha": 0.0079, "homo_ev": -7.21}

***

# 3
{"formula": "C12H14", "method": "the ωB97M-V functional and the def2-TZVPD basis", "species": ["C", "C", "C", "C", "C", "C", "C", "C", "C", "C", "C", "C", "H", "H", "H", "H", "H", "H", "H", "H", "H", "H", "H", "H", "H", "H"], "coordinates": [[1.63021, -2.20659, -2.42365], [2.20227, -1.80905, -1.11254], [1.58683, -0.76404, -0.62321], [1.37417, 0.24949, 0.39420], [0.35229, 0.05299, -0.45643], [-0.88806, 0.77671, -0.51872], [-0.36658, 2.17204, -0.14244], [0.10106, 1.98578, 1.26042], [-0.91365, 1.02898, 1.79578], [-1.55272, 0.37602, 0.81862], [-2.53743, -0.74860, 0.90398], [1.55558, 1.28577, 1.34251], [2.23401, -1.70561, -3.10160], [0.59794, -1.89814, -2.62878], [1.70947, -3.31382, -2.66906], [3.17833, -2.24221, -0.83369], [-1.47570, 0.93937, -1.42775], [0.31983, 2.52169, -0.81519], [-1.14378, 2.85720, -0.17533], [-0.02540, 2.89794, 1.81558], [-0.97108, 0.75731, 2.86206], [-3.27886, -0.63119, 1.69000], [-1.95838, -1.61492, 1.11610], [-3.00836, -0.99420, -0.04195], [1.77894, 0.70040, 2.26881], [2.41036, 1.97203, 1.24628]], "gap_ev": 8.000, "molar_mass_g_mol": 158.2, "e_tot_ev": -12665.723, "de_lowest_kcal_mol": 95.14, "lumo_energy_ha": 0.0327, "homo_ev": -7.11}